Entry 1:
{
  "formula": "C46H38BClF2NO14",
  "method": "ωB97M-V/def2-TZVPD",
  "homo_energy_ev": -4.895,
  "e_tot_ha": -3568.5045,
  "e_lumo_ev": -0.27,
  "charge": -1,
  "gap_ev": 4.62,
  "symbols": ["Cl", "F", "F", "O", "O", "O", "O", "O", "O", "O", "O", "O", "O", "O", "O", "O", "O", "N", "C", "C", "C", "C", "C", "C", "C", "C", "C", "C", "C", "C", "C", "C", "C", "C", "C", "C", "C", "C", "C", "C", "C", "C", "C", "C", "C", "C", "C", "C", "C", "C", "C", "C", "C", "C", "C", "C", "C", "C", "C", "C", "C", "C", "C", "C", "B", "H", "H", "H", "H", "H", "H", "H", "H", "H", "H", "H", "H", "H", "H", "H", "H", "H", "H", "H", "H", "H", "H", "H", "H", "H", "H", "H", "H", "H", "H", "H", "H", "H", "H", "H", "H", "H", "H"],
  "positions_angstrom": [[0.681029, 3.912299, -0.313882], [-1.091260, 1.079574, -4.059807], [0.572074, 1.296662, -1.080608], [-2.432034, -3.896966, -2.888587], [5.928255, -0.441435, -0.605168], [3.119215, 3.299594, 2.767609], [-4.636310, -3.845561, 5.994017], [-2.587351, 0.439041, 0.193899], [-0.574237, 5.180823, -4.892633], [-2.526614, -4.846235, 0.436232], [6.228116, -3.839537, 3.871205], [1.357225, 7.497311, 5.457621], [-4.383977, 4.354523, -8.473264], [4.128747, 0.099486, 4.346458], [-8.354697, -2.603349, 2.435811], [2.257092, -5.823146, 6.758740], [-0.262243, -2.161866, -7.395945], [3.013064, 2.439425, -2.325765], [-1.322623, -2.863136, 0.008572], [-1.628535, 1.483839, -2.812729], [2.193720, 5.452844, 2.675184], [6.269337, -0.816713, 1.681551], [2.717954, 4.259695, 3.382626], [-3.818889, 5.107394, -6.315226], [3.160089, -5.364034, 6.093301], [1.645373, 2.734076, -2.811285], [4.363993, -6.175417, 5.776030], [-7.501617, -2.886605, 3.248654], [-0.834056, -4.001696, -6.049683], [-1.441979, 4.993509, -5.711841], [2.722458, 4.276987, 4.869265], [1.746064, 6.507203, 3.353103], [3.764676, 0.507703, 2.049888], [-0.758243, -2.548456, -6.359265], [-2.094663, 4.202553, -7.942708], [-2.538584, -3.635258, 0.361819], [3.112892, -3.975908, 5.570693], [5.311132, -4.285846, 4.526865], [-6.255265, -2.294239, 5.278219], [-7.191441, -1.983743, 4.386384], [-1.932244, -3.488018, -3.916088], [4.537008, -0.001240, 3.202920], [-3.804311, -1.542275, 0.573226], [-1.136018, 4.411503, -7.044821], [-2.580250, -0.768600, 0.235578], [-3.781284, -2.869584, 0.633313], [-1.305092, -1.603823, -5.353940], [4.108583, -3.474617, 4.844454], [2.280157, 5.335391, 5.541397], [4.201776, 0.377715, 0.799250], [5.830484, -0.674347, 2.927352], [3.427918, 1.079907, -2.645176], [-1.851127, -2.041583, -4.222885], [1.758777, 6.534704, 4.834879], [5.359958, -5.676000, 5.051220], [-6.723881, -4.147114, 3.142177], [-1.374215, -4.436332, -4.915684], [-5.784900, -4.457029, 4.031734], [5.494654, -0.298777, 0.518485], [-3.510189, 4.538798, -7.650826], [-1.337017, -1.532731, -0.048802], [-2.862166, 5.317255, -5.415512], [-5.480603, -3.557917, 5.174980], [-1.013431, 2.776260, -2.358634], [0.475913, 2.583140, -1.709165], [-6.010440, -1.652346, 6.114716], [-5.200000, -5.365914, 3.970233], [-1.014904, 3.485610, -3.189581], [6.246972, -6.246505, 4.806638], [-0.423739, -4.671549, -6.794949], [-2.715720, 1.529745, -2.930375], [3.671712, 3.067668, -2.762686], [-1.897219, 3.778155, -8.918844], [1.349333, 7.386753, 2.862608], [-4.656475, -3.456756, 0.883204], [4.376103, -7.184168, 6.168971], [3.103119, 3.386808, 5.355352], [1.617923, 3.724947, -3.268939], [-0.097511, 4.167917, -7.228981], [2.829058, 0.995626, 2.276806], [2.229720, -3.401005, 5.817996], [7.204201, -1.311058, 1.449077], [-0.466885, -0.937012, -0.305405], [-3.060314, 5.724005, -4.431982], [2.827877, 0.385947, -2.058308], [-2.245343, -1.363740, -3.475917], [3.293357, 0.834731, -3.710443], [4.483285, 0.944711, -2.413519], [2.179231, 5.395500, 1.592367], [-4.860032, 5.333938, -6.123366], [-1.223254, -0.549008, -5.576857], [-1.440342, -5.487570, -4.664597], [-4.697680, -0.962173, 0.770036], [-0.433934, -3.445616, -0.198292], [-7.767780, -1.068951, 4.439504], [4.094078, -2.459374, 4.469412], [-6.961621, -4.785678, 2.300622], [-1.676551, 3.182281, -1.587972], [-1.400327, 0.689345, -2.104634], [1.397619, 2.017076, -3.611865], [6.379637, -1.044631, 3.783064], [3.637612, 0.763580, -0.041259], [2.272865, 5.378615, 6.623340]],
  "forces_ev_per_a": [[0.1, 0.2, 0.2], [-0.1, 0.0, -0.2], [0.0, -0.1, 0.2], [0.0, 0.0, 0.1], [0.0, 0.0, 0.0], [0.2, -0.1, 0.1], [0.0, 0.0, 0.0], [-0.2, 0.1, 0.1], [0.1, 0.2, -0.1], [0.0, 0.0, 0.1], [0.0, 0.0, 0.0], [0.0, 0.0, 0.0], [0.0, 0.0, 0.0], [0.0, -0.1, 0.0], [0.0, 0.0, 0.0], [0.0, 0.0, 0.0], [0.0, 0.0, 0.0], [0.1, -0.1, -0.1], [0.0, 0.1, 0.0], [-0.1, 0.0, 0.2], [-0.1, 0.1, -0.1], [0.0, 0.0, 0.0], [-0.1, 0.0, -0.1], [0.0, 0.0, 0.0], [0.0, 0.0, 0.0], [0.0, -0.2, 0.2], [0.0, 0.0, 0.0], [0.0, 0.0, 0.0], [0.0, 0.0, 0.0], [0.0, -0.1, 0.0], [0.0, 0.0, 0.0], [0.0, 0.0, 0.0], [-0.1, 0.0, 0.0], [0.0, 0.0, 0.1], [0.0, 0.0, 0.0], [0.1, 0.0, -0.1], [0.0, 0.0, 0.0], [0.0, 0.0, 0.0], [0.0, 0.0, 0.0], [0.0, 0.0, 0.0], [0.0, 0.0, 0.0], [0.0, 0.0, 0.0], [0.0, 0.0, 0.0], [0.0, 0.0, 0.0], [0.2, -0.1, 0.0], [-0.1, 0.0, 0.0], [0.0, 0.0, -0.1], [0.0, 0.0, 0.0], [0.0, 0.0, 0.0], [0.1, 0.0, 0.0], [0.0, 0.1, -0.1], [0.0, 0.4, -0.1], [0.0, 0.0, 0.0], [0.0, 0.0, 0.0], [0.0, 0.0, 0.0], [0.0, 0.0, 0.0], [0.0, 0.0, 0.0], [0.0, 0.0, 0.0], [0.0, 0.0, 0.1], [0.0, 0.0, 0.0], [0.0, -0.1, 0.0], [0.0, 0.0, 0.0], [0.0, 0.0, 0.0], [0.0, 0.0, 0.3], [0.0, -0.2, -0.5], [0.0, 0.0, 0.0], [0.0, 0.0, 0.0], [0.0, 0.1, 0.0], [0.0, 0.0, 0.0], [0.0, 0.0, 0.0], [0.0, 0.1, -0.2], [0.0, 0.1, 0.0], [0.0, 0.0, 0.0], [0.0, 0.0, 0.0], [0.0, 0.0, 0.0], [0.0, 0.0, 0.0], [0.0, 0.0, 0.0], [0.0, 0.1, 0.1], [0.0, 0.0, 0.0], [0.0, 0.0, 0.0], [0.0, 0.0, 0.0], [0.0, 0.0, 0.0], [0.0, 0.1, 0.0], [0.0, 0.0, 0.0], [0.0, -0.2, 0.0], [0.0, 0.0, 0.0], [-0.1, -0.1, 0.0], [0.0, -0.1, 0.2], [0.0, -0.1, 0.0], [0.0, 0.0, 0.0], [0.0, 0.0, 0.0], [0.0, 0.0, 0.0], [0.0, 0.0, 0.0], [0.0, 0.0, 0.0], [0.0, 0.0, 0.0], [0.0, 0.0, 0.0], [0.0, 0.0, 0.0], [0.0, 0.0, 0.0], [0.0, -0.1, 0.0], [0.0, 0.1, -0.2], [0.0, 0.0, 0.0], [0.0, 0.0, 0.0], [0.0, 0.0, 0.0]],
  "mulliken_charge": [-0.41, -0.29, -0.31, -0.50, -0.57, -0.40, -0.55, -0.53, -0.55, -0.63, -0.51, -0.58, -0.58, -0.63, -0.56, -0.55, -0.56, -0.15, -0.39, 0.59, -0.20, -0.55, 0.22, -0.43, 0.30, -0.95, -0.40, 0.47, -0.43, 0.51, -0.32, -0.44, -0.33, 0.27, -0.42, 0.35, -0.49, 0.49, -0.37, -0.36, 0.33, 0.32, -0.60, -0.37, 0.47, -0.41, -0.29, 0.02, -0.35, -0.18, -0.23, -0.93, -0.18, 0.38, -0.43, -0.37, -0.41, -0.34, 0.47, 0.40, -0.19, -0.23, 0.38, -0.74, 0.44, 0.42, 0.42, -0.21, 0.41, 0.39, 0.57, 0.23, 0.40, 0.41, 0.54, 0.39, 0.47, 0.42, 0.44, 0.41, 0.45, 0.42, 0.50, 0.43, 0.19, 0.39, 0.39, 0.35, 0.39, 0.40, 0.54, 0.42, 0.48, 0.47, 0.42, 0.29, 0.43, 0.33, -0.61, 0.16, 0.42, 0.39, 0.39]
}



Entry 2:
{
  "formula": "C46H38BrFeN7PS5",
  "method": "ωB97M-V/def2-TZVPD",
  "homo_energy_ev": -8.974,
  "e_tot_ha": -8328.9452,
  "e_lumo_ev": -3.74,
  "charge": 1,
  "gap_ev": 5.24,
  "de_lowest_kcal_mol": 0.3,
  "symbols": ["Br", "Fe", "S", "S", "S", "S", "S", "P", "N", "N", "N", "N", "N", "N", "N", "C", "C", "C", "C", "C", "C", "C", "C", "C", "C", "C", "C", "C", "C", "C", "C", "C", "C", "C", "C", "C", "C", "C", "C", "C", "C", "C", "C", "C", "C", "C", "C", "C", "C", "C", "C", "C", "C", "C", "C", "C", "C", "C", "C", "C", "C", "H", "H", "H", "H", "H", "H", "H", "H", "H", "H", "H", "H", "H", "H", "H", "H", "H", "H", "H", "H", "H", "H", "H", "H", "H", "H", "H", "H", "H", "H", "H", "H", "H", "H", "H", "H", "H", "H"],
  "positions_angstrom": [[-8.354155, -0.396538, 2.330943], [-1.361229, 0.559106, -0.253671], [4.489267, 0.176514, -4.701270], [0.367825, 3.438008, -2.392712], [2.124347, 1.988129, -4.392629], [-3.571264, 2.981270, -3.592701], [-2.879077, 3.812157, 2.637135], [-0.024616, -0.979564, 1.274060], [2.895927, 2.626636, -2.045444], [-2.938749, -0.792726, -0.418929], [-2.234535, 1.998456, 0.982528], [-0.654227, -0.655951, -1.719008], [3.899127, 1.870549, -2.636653], [0.511290, 1.548387, 0.154666], [-2.372669, 1.733850, -1.737698], [6.318874, 1.557450, -2.423039], [3.640613, 1.316911, -3.840861], [0.481241, -0.556697, -2.396592], [-5.380082, -1.108547, -0.451638], [3.041559, -3.268158, -1.313986], [-6.609537, -1.016928, 0.178345], [-1.145824, -4.235755, 4.328681], [-2.185541, 2.296790, 2.261789], [0.890925, -3.121078, -0.247452], [-5.532041, -0.149201, 2.148350], [0.178852, -4.082231, 3.935605], [-2.540828, 1.737283, -3.039403], [2.124177, 2.473145, 3.373820], [-4.216548, -0.725508, 0.212217], [-3.054966, 2.783487, -1.157919], [7.305040, 1.316117, -0.236324], [-2.126763, -3.415087, 3.796536], [-1.862534, 0.887990, -4.058433], [-3.296692, 4.048798, 1.003525], [1.057679, 1.477184, 1.476332], [-1.179860, -2.624610, -2.989093], [-3.775880, 3.555828, -2.006847], [1.871673, 2.767962, -2.837012], [-1.703844, 1.418585, 3.366434], [1.222714, -1.869186, 0.272902], [1.797130, -3.817650, -1.029552], [-4.308053, -0.235643, 1.507959], [0.961863, 0.262400, 2.157569], [-1.474139, -1.681861, -2.024022], [-0.458554, -2.269002, 2.479379], [-2.740197, -1.679707, -1.310263], [3.381064, -2.028811, -0.796425], [1.632589, 2.585372, 2.080496], [2.477525, -1.339331, 0.003837], [0.013177, -2.509368, -3.687270], [-1.782409, -2.435216, 2.874209], [6.052451, 1.464634, 0.342752], [5.065908, 1.671305, -1.836506], [-2.892613, 2.983073, 0.271627], [1.463999, 0.160350, 3.449394], [7.431830, 1.371869, -1.616075], [0.521835, -3.109739, 3.012278], [0.854432, -1.457419, -3.389549], [2.048040, 1.264130, 4.054569], [-6.680634, -0.538848, 1.477744], [4.933713, 1.644838, -0.453155], [-1.410683, -5.002732, 5.044337], [1.115673, 0.285739, -2.171566], [-7.511281, -1.305573, -0.343011], [0.276212, -3.225442, -4.454161], [1.791029, -1.310579, -3.915803], [-0.789872, 1.073825, -4.005956], [-2.205230, 1.159190, -5.055502], [2.438390, 1.183176, 5.060195], [0.463055, 2.504184, -0.224208], [-1.877966, -3.426846, -3.189514], [-2.502845, 1.265590, 4.093923], [8.179055, 1.174710, 0.385190], [2.573720, 3.334192, 3.850470], [-2.057567, -0.172382, -3.912877], [5.945100, 1.448850, 1.420046], [-1.402926, 0.452047, 2.978498], [1.553058, -3.008229, 2.695949], [8.406743, 1.278966, -2.075582], [-3.790181, 4.943282, 0.664249], [0.944604, -4.726295, 4.347108], [-2.554706, -1.807458, 2.452941], [1.534257, -4.794427, -1.415949], [6.422792, 1.611593, -3.495310], [-5.595526, 0.220096, 3.162747], [1.377606, -0.771494, 3.993810], [-3.478154, -2.441230, -1.552304], [3.747893, -3.809483, -1.929382], [-5.348989, -1.441754, -1.480768], [4.350839, -1.595482, -1.004403], [2.775263, -0.396259, 0.436194], [1.701221, 3.519797, 1.536072], [-0.852349, 1.858653, 3.887340], [3.959586, 1.798159, -0.013855], [-3.160638, -3.539110, 4.091056], [-3.409150, 0.062364, 2.020199], [-4.392518, 4.407789, -1.777508], [-0.071751, -3.566250, -0.018319], [1.137610, 1.080618, -0.497895]],
  "forces_ev_per_a": [[0.0, 0.0, 0.0], [0.0, -0.9, 0.3], [-0.1, 0.0, 0.0], [-0.1, 0.3, -0.2], [0.0, -0.1, 0.1], [0.0, 0.0, 0.0], [0.0, 0.0, 0.0], [0.1, 0.1, -0.3], [-0.2, 0.0, 0.0], [-0.2, 0.6, -0.1], [0.1, -0.3, 0.3], [-0.1, 0.0, 0.0], [0.0, 0.0, 0.0], [-0.5, 0.0, -0.7], [0.3, 0.0, 0.4], [0.0, 0.0, 0.0], [0.1, 0.1, -0.1], [0.1, -0.1, -0.1], [0.0, 0.1, 0.0], [0.0, 0.0, 0.0], [0.0, 0.0, 0.0], [0.0, 0.0, 0.0], [0.0, 0.0, 0.0], [0.0, 0.0, 0.0], [0.0, 0.0, 0.0], [0.0, 0.0, 0.0], [0.1, 0.0, 0.0], [0.0, 0.0, 0.0], [-0.1, 0.0, -0.1], [0.0, 0.1, 0.0], [0.0, 0.0, 0.0], [0.0, 0.0, 0.0], [0.0, 0.0, 0.0], [0.0, 0.0, 0.0], [-0.1, 0.0, 0.1], [0.0, 0.0, 0.0], [0.0, -0.1, 0.0], [0.1, -0.2, 0.4], [0.0, 0.0, 0.0], [-0.1, -0.1, 0.1], [0.0, 0.0, 0.0], [0.0, 0.0, 0.0], [-0.1, 0.1, 0.0], [0.0, 0.1, 0.0], [-0.1, 0.1, 0.1], [0.1, -0.3, 0.2], [0.0, 0.0, 0.0], [0.0, 0.0, 0.0], [0.1, 0.0, 0.0], [0.1, 0.0, -0.1], [0.0, 0.0, 0.0], [0.0, 0.0, 0.0], [0.0, 0.0, -0.1], [0.1, 0.1, -0.1], [0.1, 0.0, 0.0], [0.0, 0.0, 0.0], [0.0, 0.0, 0.0], [0.1, 0.1, 0.0], [0.0, 0.0, 0.0], [0.0, 0.0, 0.0], [-0.1, 0.0, 0.0], [0.0, 0.0, 0.0], [0.1, 0.1, -0.1], [0.0, 0.0, 0.0], [0.0, 0.0, 0.0], [0.0, 0.0, 0.0], [0.0, 0.0, 0.0], [0.0, 0.0, 0.0], [0.0, 0.0, 0.0], [0.1, 0.0, -0.1], [0.0, 0.0, 0.0], [0.0, 0.0, 0.0], [0.0, 0.0, 0.0], [0.0, 0.0, 0.0], [0.0, 0.0, 0.0], [0.0, 0.0, 0.0], [-0.1, 0.0, 0.0], [0.0, 0.0, 0.0], [0.0, 0.0, 0.0], [0.0, 0.0, 0.0], [0.0, 0.0, 0.0], [0.0, 0.0, 0.0], [0.0, 0.0, 0.0], [0.0, 0.0, 0.0], [0.0, 0.0, 0.0], [0.0, 0.0, 0.0], [0.0, 0.0, 0.1], [0.0, 0.0, 0.0], [0.0, 0.0, 0.0], [0.0, 0.0, 0.0], [0.1, 0.2, 0.0], [0.0, 0.0, 0.0], [0.0, 0.0, 0.0], [-0.1, 0.0, 0.0], [0.0, 0.0, 0.0], [0.0, 0.0, 0.0], [0.0, 0.0, 0.0], [0.0, 0.0, 0.0], [0.2, 0.2, 0.1]],
  "mulliken_charge": [-0.16, 0.73, -0.31, -0.33, -0.14, -0.19, -0.26, 2.96, -0.78, 1.30, 1.61, 2.69, 0.61, 0.93, 0.46, -0.62, 0.21, -0.15, -0.89, -0.83, -0.88, -0.70, 0.11, -0.32, -1.17, -0.75, 0.11, -1.07, -0.12, -0.89, -0.60, -0.77, -0.44, -0.30, -0.23, -0.85, -0.62, 0.19, -0.40, 0.19, -0.91, 1.12, -0.62, -0.52, 0.41, -0.39, -0.48, -0.31, -0.55, -1.36, -0.50, -0.48, -0.02, -0.51, -0.37, -0.69, -0.72, -0.86, -0.90, -0.16, 0.16, 0.42, -0.36, 0.45, 0.50, 0.42, -0.24, 0.66, 0.47, 0.03, 0.56, 0.53, 0.41, 0.51, 0.01, 0.41, -0.57, 0.54, 0.39, 0.50, 0.44, 0.27, 0.47, 0.42, 0.50, 0.42, 0.80, 0.45, 0.57, 0.57, 0.31, 0.59, 0.36, 0.53, 0.48, -0.26, 0.48, 0.56, -1.30]
}